Density functional theory data (the ωB97M-V functional and the def2-TZVPD basis) for a gas-phase ion, C6H16N2 (charge +1) in a non-equilibrium geometry.

Positions of all 24 atoms, in Å:
1 C 1.75017 -0.23382 0.13723
2 N 1.03369 -1.10347 -0.72073
3 C -0.20513 -1.63651 -0.22001
4 C -0.55348 -2.98656 -0.87194
5 C 1.12754 1.25894 0.19640
6 N -0.26991 1.26767 0.26718
7 C -0.81847 1.30309 1.62315
8 C -0.96932 2.10638 -0.71051
9 H 2.75942 -0.19383 -0.23582
10 H 1.78121 -0.66491 1.14079
11 H 0.88890 -0.64628 -1.61873
12 H -1.06203 -0.94583 -0.39705
13 H -0.13697 -1.74087 0.86386
14 H -1.11123 -2.83065 -1.79018
15 H 0.29003 -3.66699 -0.89196
16 H -1.29374 -3.39832 -0.18214
17 H 1.52030 1.76928 -0.66431
18 H 1.53434 1.65011 1.13101
19 H -0.48581 2.18146 2.17771
20 H -0.42629 0.44041 2.16012
21 H -1.90378 1.24299 1.55796
22 H -1.92440 1.66019 -0.97073
23 H -1.09346 3.11671 -0.32483
24 H -0.43157 2.05080 -1.65649

Properties
M ... 116.208 g mol⁻¹
Total charge ... +1
Spin multiplicity ... 2
E_tot ... -347.394887 Eh